Formula: C27H31BrN4O4S3Ti
Source: OMol25
Level of theory: ωB97M-V/def2-TZVPD

The total energy comes out at -168319.0160 eV. The calculation puts the LUMO energy (spin up / spin down) at 1.47 / 1.48 eV. The HOMO-LUMO gap (spin up / spin down) is 0.177 / 0.244 hartree. As for the expectation value of S²: 0.76.

Geometry as ORCA input:
```
! wB97M-V def2-TZVPD RIJCOSX def2/J DEFGRID3
* xyz -1 2
Ti -1.04346 0.46647 -0.69188
N -5.04323 2.02279 -0.58208
C -3.67479 1.95239 -0.57104
S -2.93684 1.12812 0.79634
N -3.01172 2.60696 -1.47308
N -1.67116 2.28778 -1.43884
C -0.76835 3.18104 -1.80303
C -1.10722 4.58969 -2.10889
C -1.98476 4.89295 -3.14930
C -2.29502 6.21025 -3.44255
C -1.74538 7.24396 -2.69403
C -0.89213 6.95018 -1.64190
C -0.57812 5.62948 -1.35021
C 0.55777 2.66164 -1.87055
C 1.70318 3.44878 -2.11546
C 2.93270 2.85517 -2.15485
C 3.02682 1.45906 -1.98123
C 1.88234 0.74563 -1.75249
N 0.65656 1.30816 -1.67828
H -5.49391 1.24051 -0.12973
H -5.42295 2.26595 -1.48449
H -2.42409 4.08345 -3.71596
H -2.97121 6.43200 -4.25880
H -1.98734 8.27326 -2.92806
H -0.47481 7.74762 -1.03975
H 0.06557 5.39776 -0.51006
H 1.58911 4.51393 -2.25368
H 3.82183 3.45132 -2.31695
H 3.97665 0.94505 -2.01674
H 1.90558 -0.32760 -1.62246
C 0.13386 -5.65376 -0.32312
C 1.41145 -4.83719 -0.07516
C 2.27829 -4.85846 -1.34123
C 2.19721 -5.50911 1.05148
C 1.02576 -3.39245 0.25346
C 0.31543 -2.64083 -0.67397
C -0.02975 -1.32479 -0.39562
Br -2.28490 -0.56604 -2.65319
C 0.34465 -0.76686 0.82993
O -0.00759 0.55452 0.92859
C 1.02006 -1.48776 1.83111
C 1.35256 -2.79205 1.48277
C 1.39991 -0.87013 3.17203
C 1.80430 -1.93674 4.19330
C 0.22305 -0.08221 3.76783
C 2.58462 0.07944 2.94377
H 0.37221 -6.71500 -0.43850
H -0.38002 -5.32017 -1.22550
H -0.55988 -5.54387 0.51263
H 2.54749 -5.88621 -1.60207
H 3.19813 -4.29019 -1.18707
H 1.75226 -4.41992 -2.18927
H 2.48150 -6.51786 0.74298
H 1.60284 -5.59369 1.96360
H 3.11182 -4.96173 1.28835
H 0.01623 -3.07494 -1.62445
H 1.88477 -3.38738 2.21026
H 1.02527 -2.69357 4.30588
H 1.95957 -1.46289 5.16494
H 2.73558 -2.43912 3.92120
H -0.66082 -0.71758 3.86415
H -0.04767 0.76767 3.14796
H 0.49811 0.28048 4.76236
H 3.44166 -0.46405 2.53878
H 2.88555 0.54965 3.88475
H 2.31069 0.86467 2.23751
O -4.19640 -2.96488 1.34852
S -4.23130 -1.35838 1.38844
O -5.27088 -0.93656 0.50152
O -4.20910 -0.93729 2.75167
S -2.62818 -2.35651 0.71943
*
```

Mulliken population analysis, charges in e, atoms 1 to 4:
1. Ti -0.433
2. N -0.492
3. C 0.379
4. S -0.580

Formula: C19H46N3Na3O9
Source: OMol25
Level of theory: ωB97M-V/def2-TZVPD

The total energy comes out at -56579.6687 eV. The calculation puts the LUMO energy at -7.72 eV. The HOMO-LUMO gap is 0.178 hartree.

Geometry as ORCA input:
```
! wB97M-V def2-TZVPD RIJCOSX def2/J DEFGRID3
* xyz 2 1
Na 0.84297 -1.96870 -1.85213
Na -1.62067 -1.89188 0.63266
Na -3.70601 -0.70213 -1.91760
O -1.45268 1.49027 -1.68301
C -1.34883 0.53460 -0.80293
O -2.38605 0.32287 -0.11486
O -0.33101 -0.14623 -0.63541
H -0.50004 1.40201 -1.76242
C 1.54679 -1.80718 2.02242
O 0.25466 -1.62581 2.55363
C 0.16072 -0.50240 3.43040
C -1.26252 -0.39982 3.99244
N -2.37514 -0.55679 3.07679
C -3.75128 -0.58291 3.73837
C -4.29564 -2.03131 4.04611
O -5.50008 -1.98779 4.75273
C -6.61926 -1.50141 4.03169
H 2.20630 -2.03266 2.86045
H 1.98788 -0.96570 1.48815
H 1.48063 -2.58432 1.26099
H 0.47973 0.44922 3.00528
H 0.87204 -0.69844 4.23271
H -1.30833 0.51973 4.57590
H -1.27824 -1.28151 4.63313
H -2.28722 0.36065 2.66365
H -4.42905 0.06364 3.18095
H -3.72777 -0.07877 4.70449
H -3.59102 -2.46018 4.75862
H -4.25313 -2.77854 3.25368
H -7.41700 -1.44990 4.77267
H -6.88477 -2.06499 3.13727
H -6.61834 -0.44318 3.77047
C 4.02078 -5.32881 -6.14554
O 3.44357 -4.69060 -5.08579
C 3.12465 -3.34881 -5.43412
C 2.26709 -2.64348 -4.34873
N 2.77246 -3.08043 -3.04174
C 4.04870 -2.45276 -2.77896
C 4.36607 -2.19999 -1.32076
O 3.32661 -1.56302 -0.64395
C 3.33533 -0.13393 -0.87375
H 3.29476 -5.35248 -6.95821
H 4.20406 -6.37579 -5.90400
H 4.88273 -4.75344 -6.48331
H 2.48692 -3.46861 -6.30993
H 3.87506 -2.67494 -5.84749
H 1.21977 -2.93440 -4.42980
H 2.20026 -1.55922 -4.43827
H 3.02028 -4.05407 -3.14524
H 4.21337 -1.47596 -3.23378
H 4.79552 -2.98550 -3.36764
H 5.30465 -1.68188 -1.12399
H 4.48076 -3.10946 -0.73101
H 3.54682 0.13975 -1.90742
H 4.13950 0.29018 -0.27247
H 2.41491 0.33415 -0.52472
C -4.36955 3.30854 1.21165
O -3.38800 4.31731 1.21538
C -2.11081 3.92709 1.72580
C -1.07117 5.00496 1.98348
N -0.26701 5.14965 0.75547
C 0.94796 4.39148 0.87446
C 1.49580 3.95395 -0.48508
O 0.44852 3.41909 -1.28386
C 1.06064 2.98238 -2.53707
H -5.38922 3.69371 1.21437
H -4.35183 2.81754 2.18464
H -4.16649 2.56945 0.43665
H -1.76604 3.18693 1.00371
H -2.28277 3.37533 2.64997
H -0.44965 4.83427 2.86251
H -1.69129 5.89364 2.10093
H -0.78973 4.69547 0.02022
H 0.89000 3.45271 1.42532
H 1.76823 4.95146 1.32354
H 2.30205 3.22077 -0.50801
H 1.99745 4.80773 -0.94062
H 0.20943 2.60659 -3.10481
H 1.78571 2.17354 -2.44688
H 1.51549 3.76950 -3.13844
*
```

Mulliken population analysis, charges in e, atoms 1 to 4:
1. Na 0.876
2. Na 0.809
3. Na 0.965
4. O -0.289

Formula: C22H54B3F8N6O2Sn
Source: OMol25
Level of theory: ωB97M-V/def2-TZVPD

The total energy comes out at -66296.7089 eV. The calculation puts the LUMO energy at -11.02 eV. The HOMO-LUMO gap is 0.081 hartree.

Geometry as ORCA input:
```
! wB97M-V def2-TZVPD RIJCOSX def2/J DEFGRID3
* xyz 3 1
Sn 3.04898 -6.99297 0.82314
B 0.45567 -2.38938 -0.63217
H 0.23523 -1.33619 -0.71255
H -0.41701 -2.96754 -0.89371
H 1.16710 -2.77883 -1.34381
H 0.70784 -2.58921 0.39774
C 8.31993 -0.50112 -3.99368
C 7.42119 0.66775 -3.77357
N 6.62037 0.78293 -5.00559
C 5.42294 0.14976 -5.03610
C 4.91847 0.52495 -6.30835
N 5.75437 1.38488 -7.01112
C 6.89737 1.52606 -6.23122
C 5.58484 1.83421 -8.41302
H 9.02642 -0.50601 -4.82371
H 7.84118 -1.47966 -3.95685
H 9.04736 -0.55241 -3.18353
H 7.96895 1.60985 -3.79637
H 6.82317 0.57068 -2.86745
H 5.15354 -0.50906 -4.22384
H 4.07857 0.02629 -6.76910
H 7.78221 2.04185 -6.57384
H 4.60970 2.26988 -8.63071
H 5.83931 1.04698 -9.12269
H 6.30811 2.63968 -8.54028
C -5.76522 3.13969 -6.90212
C -5.36976 2.52577 -5.53459
N -4.57321 3.40827 -4.66693
C -4.99103 4.54689 -4.11069
C -4.03198 4.82879 -3.14751
N -2.84361 4.17683 -3.45128
C -3.24145 3.19264 -4.32515
C -1.54430 4.35645 -2.88789
H -6.08066 4.18120 -6.96445
H -6.58411 2.59814 -7.37566
H -4.87145 2.99147 -7.50817
H -4.89922 1.54343 -5.57588
H -6.24531 2.42224 -4.89365
H -5.98882 4.92291 -4.28224
H -4.04557 5.56421 -2.35671
H -2.65134 2.31068 -4.52588
H -1.16853 5.31341 -3.24997
H -0.98484 3.47120 -3.19032
H -1.58995 4.16022 -1.81667
C -5.29797 -2.04304 3.25198
N -6.28123 -2.59221 2.20594
C -6.06879 -1.81052 0.88363
C -5.90882 -4.00661 1.74685
C -7.70178 -2.29321 2.77564
C -8.01730 -3.32675 3.79570
O -9.09992 -4.19601 3.28361
H -5.33298 -0.95393 3.22534
H -4.35790 -2.52081 2.97609
H -5.69752 -2.47699 4.16857
H -5.06199 -1.87037 0.47026
H -6.38513 -0.80580 1.16390
H -6.72550 -2.21141 0.11154
H -6.56285 -4.36605 0.95239
H -5.85611 -4.63325 2.63716
H -4.86937 -3.98778 1.41929
H -8.33524 -2.15731 1.89907
H -7.62178 -1.32295 3.26581
H -8.33551 -2.84456 4.72001
H -7.16982 -3.89258 4.18260
H -9.79081 -3.57036 3.05376
C 4.11667 2.05196 7.30042
N 2.98976 2.95897 6.74637
C 1.58477 2.53655 7.11305
C 3.17518 4.31261 7.56702
C 3.16254 3.22335 5.17658
C 2.95364 2.05550 4.27397
O 1.51908 1.88636 4.17391
H 4.22942 1.15269 6.69487
H 3.78240 1.76376 8.29707
H 5.05531 2.60542 7.27321
H 0.89500 2.76805 6.30143
H 1.19337 2.87803 8.07131
H 1.50861 1.45138 7.18188
H 2.42955 4.99053 7.15163
H 4.18702 4.65065 7.34339
H 2.94349 4.02729 8.59319
H 4.18918 3.58838 5.14725
H 2.57148 4.13753 5.12169
H 3.50669 1.16053 4.55905
H 3.35250 2.33266 3.29817
H 1.50337 1.19629 3.50672
B 5.51411 -7.69847 -4.23116
F 4.94855 -8.85380 -3.91692
F 4.80815 -6.54755 -3.97838
F 6.56283 -7.73211 -3.31118
F 5.98287 -7.56675 -5.52638
B -0.28268 -5.10613 7.05038
F -0.23405 -5.17013 5.62651
F -0.37478 -6.34431 7.56940
F 0.90883 -4.58798 7.61207
F -1.35001 -4.36659 7.41250
*
```

Mulliken population analysis, charges in e, atoms 1 to 4:
1. Sn 1.534
2. B -0.095
3. H -0.179
4. H -0.067

Formula: C8H12FNO3P2
Source: OMol25
Level of theory: ωB97M-V/def2-TZVPD

The total energy comes out at -37419.9085 eV. The calculation puts the LUMO energy at 0.58 eV. The HOMO-LUMO gap is 0.368 hartree. As for the structure (SMILES): [H]/N=C\CPP(=O)(O)O.Fc1ccccc1.

Geometry as ORCA input:
```
! wB97M-V def2-TZVPD RIJCOSX def2/J DEFGRID3
* xyz 0 1
H -0.05039 1.34358 2.86374
N -0.81508 1.08543 2.23850
C -0.98739 1.98264 1.36338
C -0.19645 3.25715 1.24255
P 1.53773 2.87997 0.68529
P 1.22381 2.50384 -1.44293
O 1.08747 3.70638 -2.25818
O 2.49734 1.62715 -1.85455
O -0.03195 1.52301 -1.59129
H -1.75618 1.83598 0.60688
H -0.11598 3.78453 2.18999
H -0.67159 3.92780 0.52796
H 2.10295 4.16232 0.59087
H 2.49850 0.79729 -1.35731
H -0.17242 0.93750 -0.83665
F 1.36744 -1.04888 0.08296
C 0.42188 -2.01015 -0.08370
C -0.35857 -2.36013 0.99719
C -1.32795 -3.33572 0.81936
C -1.49607 -3.94040 -0.41896
C -0.69539 -3.56616 -1.48859
C 0.27446 -2.58752 -1.32701
H -0.21043 -1.87136 1.95035
H -1.95562 -3.62137 1.65214
H -2.25279 -4.70157 -0.55031
H -0.82367 -4.03623 -2.45383
H 0.90634 -2.27506 -2.14787
*
```

natural (NBO) population analysis, charges in e, atoms 1 to 4:
1. H 0.331
2. N -0.591
3. C 0.112
4. C -0.766

Formula: C4H7N2
Source: OMol25
Level of theory: ωB97M-V/def2-TZVPD

The total energy comes out at -7231.2451 eV. The calculation puts the LUMO energy at -5.58 eV. The HOMO-LUMO gap is 0.362 hartree. As for the structure (SMILES): [H]/N=[N+]1/C=CCC1.

Geometry as ORCA input:
```
! wB97M-V def2-TZVPD RIJCOSX def2/J DEFGRID3
* xyz 1 1
H 2.70879 -0.66038 0.25835
N 1.86435 -1.24458 0.40161
N 0.83756 -0.60617 0.15007
C -0.65794 -1.27650 0.59469
C -1.38612 -0.19525 0.46334
C -0.85378 0.82156 -0.38258
C 0.60252 0.69816 -0.42343
H -0.60517 -2.15393 1.14733
H -2.48533 -0.17824 0.57622
H -1.26007 0.93381 -1.43106
H -1.04685 1.76205 -0.11457
H 1.12949 0.70612 -1.39442
H 1.15256 1.39335 0.15445
*
```

natural (NBO) population analysis, charges in e, atoms 1 to 4:
1. H 0.355
2. N -0.139
3. N 0.055
4. C 0.016

- Which formula does entry 3 have?
  C22H54B3F8N6O2Sn